102
Properties=species:S:1:pos:R:3:lowdin_charge:R:1 method="wB97M-V/def2-TZVPD" gap_ha=0.33041 homo_energy_ev=-8.4 e_lumo_ev=0.59 total_charge=0 total_energy_ha=-1796.48789
C -3.603 1.754 2.503 -0.094
C -4.617 1.372 1.419 -0.246
C -4.089 1.580 0.001 -0.165
C -2.860 0.749 -0.405 -0.368
C -2.902 -0.700 0.093 -0.034
N -1.619 1.423 -0.012 0.011
C -0.538 1.495 -0.983 -0.125
C -0.507 2.891 -1.641 -0.411
C -0.397 3.966 -0.559 -0.120
C 0.780 3.744 0.400 -0.152
C 0.406 3.112 1.758 -0.268
N 1.107 1.882 2.115 0.015
O 0.628 3.100 -2.497 -0.108
C 1.590 2.087 -2.710 -0.088
N -1.751 3.090 -2.448 -0.002
C -2.368 4.425 -2.386 -0.055
C -1.658 2.675 -3.809 -0.469
C -1.545 1.196 -4.113 0.015
O -1.794 3.455 -4.713 0.090
H -4.101 2.028 3.437 0.074
H -2.920 0.934 2.738 0.048
H -2.997 2.603 2.176 0.048
H -5.512 1.990 1.537 0.099
H -4.952 0.341 1.568 0.096
H -3.789 2.630 -0.088 0.100
H -4.891 1.409 -0.724 0.114
H -2.864 0.710 -1.496 0.108
H -2.297 -1.353 -0.540 0.081
H -3.922 -1.095 0.084 0.081
H -2.521 -0.781 1.115 0.049
H -1.264 1.002 0.839 0.075
H 0.406 1.310 -0.467 0.109
H -0.634 0.719 -1.747 0.108
H -1.324 4.043 0.009 0.095
H -0.242 4.914 -1.075 0.115
H 1.535 3.122 -0.094 0.092
H 1.267 4.705 0.581 0.107
H -0.664 2.893 1.770 0.083
H 0.578 3.853 2.545 0.101
H 0.591 1.060 1.830 0.018
H 2.040 1.839 1.725 0.068
H 2.103 1.798 -1.787 0.082
H 2.324 2.512 -3.393 0.098
H 1.175 1.190 -3.175 0.071
H -1.674 5.243 -2.594 0.097
H -3.145 4.465 -3.145 0.091
H -2.846 4.561 -1.417 0.060
H -0.615 0.753 -3.766 0.049
H -1.603 1.079 -5.193 0.088
H -2.366 0.658 -3.639 0.078
C -4.148 6.814 2.595 -0.163
C -4.378 7.500 1.250 -0.164
C -3.377 6.772 0.363 -0.204
O -3.284 5.444 0.880 -0.170
C -3.907 5.373 2.164 -0.206
H -4.986 6.908 3.285 0.112
H -3.258 7.221 3.080 0.115
H -5.398 7.319 0.902 0.115
H -4.210 8.576 1.272 0.111
H -2.390 7.245 0.407 0.122
H -3.685 6.718 -0.682 0.114
H -4.850 4.823 2.075 0.119
H -3.251 4.822 2.839 0.111
C 0.345 -3.305 3.048 -0.159
C -0.847 -2.464 3.508 -0.155
C -0.515 -1.118 2.881 -0.230
O 0.197 -1.389 1.675 -0.161
C 0.580 -2.771 1.640 -0.194
H 0.153 -4.377 3.057 0.112
H 1.213 -3.106 3.680 0.114
H -1.773 -2.863 3.090 0.114
H -0.955 -2.406 4.590 0.113
H 0.111 -0.512 3.544 0.119
H -1.406 -0.536 2.632 0.071
H -0.037 -3.297 0.906 0.115
H 1.617 -2.843 1.316 0.112
C 2.776 -6.721 -1.704 -0.155
C 3.144 -5.420 -2.414 -0.158
C 2.129 -4.451 -1.823 -0.196
O 1.876 -4.907 -0.491 -0.158
C 2.422 -6.214 -0.312 -0.197
H 3.587 -7.449 -1.691 0.099
H 1.906 -7.184 -2.175 0.114
H 4.159 -5.130 -2.146 0.088
H 3.084 -5.482 -3.500 0.116
H 1.191 -4.459 -2.389 0.117
H 2.492 -3.423 -1.773 0.117
H 3.315 -6.147 0.321 0.104
H 1.684 -6.833 0.200 0.118
C 7.461 -7.389 -0.096 -0.165
C 6.686 -6.253 0.569 -0.164
C 6.580 -5.249 -0.571 -0.204
O 6.523 -6.018 -1.775 -0.152
C 6.870 -7.376 -1.500 -0.203
H 7.340 -8.351 0.400 0.112
H 8.526 -7.152 -0.130 0.114
H 5.693 -6.597 0.869 0.101
H 7.182 -5.839 1.446 0.112
H 7.455 -4.593 -0.605 0.119
H 5.685 -4.625 -0.511 0.108
H 5.968 -7.998 -1.553 0.106
H 7.567 -7.718 -2.266 0.118